P.
Molecular formula: C6H13N4
Method: DFT, ωB97M-V with the def2-TZVPD basis set

Spin multiplicity ... 1
Total charge ... +1
Kohn-Sham gap ... 8.747 eV

Last columns: bonded neighbours and bond lengths (Å).
Geometry (Å):
1 C 2.80 -0.42 -0.88  C2 1.457, N7 1.332, H11 1.031
2 C 1.85 -0.22 0.20  C1 1.457, N8 1.333
3 C -1.83 1.52 -0.55  C6 1.513, H12 1.117, H13 1.035, H14 1.075
4 C -2.74 -0.24 1.02  C6 1.548, H15 1.136, H16 1.083, H17 1.088
5 C -0.90 -0.83 -0.31  C6 1.434, N10 1.306, H18 1.059
6 C -1.48 0.32 0.31  C3 1.513, C4 1.548, C5 1.434, H19 1.012
7 N 4.04 -0.31 -0.40  C1 1.332, N9 1.286
8 N 2.68 -0.01 1.22  C2 1.333, N9 1.370, H22 1.047
9 N 4.00 0.05 0.83  N7 1.286, N8 1.370, H20 1.012
10 N -0.66 -1.07 -1.57  C5 1.306, H21 0.930, H23 1.079
11 H 2.57 -0.56 -1.87  C1 1.031
12 H -2.70 1.20 -1.17  C3 1.117
13 H -1.04 1.72 -1.18  C3 1.035
14 H -2.23 2.33 0.04  C3 1.075
15 H -3.55 -0.14 0.24  C4 1.136
16 H -2.56 -1.21 1.48  C4 1.083
17 H -3.13 0.38 1.82  C4 1.088
18 H -0.33 -1.45 0.34  C5 1.059
19 H -0.79 0.53 1.01  C6 1.012
20 H 4.81 0.28 1.39  N9 1.012
21 H -0.26 -1.87 -1.81  N10 0.930
22 H 2.24 0.26 2.13  N8 1.047
23 H -0.78 -0.26 -2.28  N10 1.079


Q.
Molecular formula: C6H13N4
Method: DFT, ωB97M-V with the def2-TZVPD basis set

Spin multiplicity ... 1
Total charge ... +1
Kohn-Sham gap ... 9.724 eV

Last columns: bonded neighbours and bond lengths (Å).
Geometry (Å):
1 C 2.65 0.76 0.44  C3 1.473, N7 1.456, N9 1.427, H11 1.109
2 C 2.53 -0.99 -1.12  N7 1.247, N8 1.389, H12 1.046
3 C 1.30 0.38 0.88  C1 1.473, C4 1.486, N9 1.400, H13 1.142
4 C 0.75 -0.90 0.36  C3 1.486, N8 1.281, N10 1.334
5 C -3.16 0.54 0.16  C6 1.558, H14 1.102, H15 1.144, H16 1.097
6 C -2.09 0.60 -0.97  C5 1.558, H17 1.085, H18 1.087, H21 1.116
7 N 3.21 -0.07 -0.63  C1 1.456, C2 1.247
8 N 1.25 -1.35 -0.73  C2 1.389, C4 1.281, H19 1.005
9 N 1.49 1.51 0.08  C1 1.427, C3 1.400, H20 1.041
10 N -0.29 -1.48 0.97  C4 1.334, H22 1.000, H23 1.018
11 H 3.45 1.22 1.05  C1 1.109
12 H 2.94 -1.55 -1.90  C2 1.046
13 H 1.11 0.52 2.00  C3 1.142
14 H -2.75 0.31 1.16  C5 1.102
15 H -4.04 -0.15 -0.06  C5 1.144
16 H -3.55 1.56 0.31  C5 1.097
17 H -2.32 0.12 -1.91  C6 1.085
18 H -1.08 0.37 -0.62  C6 1.087
19 H 0.82 -2.04 -1.32  N8 1.005
20 H 1.42 2.38 0.64  N9 1.041
21 H -2.09 1.70 -1.15  C6 1.116
22 H -0.87 -1.05 1.66  N10 1.000
23 H -0.69 -2.37 0.69  N10 1.018


Which of them is most stable, and which least? Most stable: Q; least stable: P.


P.
Molecular formula: ClFH2NOP
Method: DFT, ωB97M-V with the def2-TZVPD basis set

Spin multiplicity ... 1
Total charge ... 0
Kohn-Sham gap ... 10.669 eV

Last columns: bonded neighbours and bond lengths (Å).
Geometry (Å):
1 N -1.32 1.00 -1.33  P4 1.533, H6 1.004
2 O 0.52 -0.32 0.18  P4 1.460
3 F 1.52 -0.70 3.13  H7 0.952
4 P -0.23 -0.04 -1.04  N1 1.533, O2 1.460, Cl5 1.953
5 Cl 0.43 -1.08 -2.55  P4 1.953
6 H -1.86 1.66 -0.79  N1 1.004
7 H 0.92 -0.51 2.41  F3 0.952


Q.
Molecular formula: ClFH2NOP
Method: DFT, ωB97M-V with the def2-TZVPD basis set

Spin multiplicity ... 1
Total charge ... 0
Kohn-Sham gap ... 10.743 eV

Last columns: bonded neighbours and bond lengths (Å).
Geometry (Å):
1 N -0.54 -0.80 1.20  P4 1.556, H6 1.070
2 O -0.51 0.59 -1.15  P4 1.438
3 F 2.57 1.26 -0.34  H7 0.966
4 P -0.99 -0.41 -0.24  N1 1.556, O2 1.438, Cl5 2.025
5 Cl -2.53 -1.58 -0.82  P4 2.025
6 H 0.37 -0.28 1.42  N1 1.070
7 H 1.64 1.23 -0.07  F3 0.966


R.
Molecular formula: ClFH2NOP
Method: DFT, ωB97M-V with the def2-TZVPD basis set

Structure (SMILES) ... N=[P@@](O)(F)Cl
Spin multiplicity ... 1
Total charge ... 0
Kohn-Sham gap ... 10.488 eV

Last columns: bonded neighbours and bond lengths (Å).
Geometry (Å):
1 N -0.26 0.25 -0.67  P2 1.546, H6 1.046
2 P 1.08 -0.24 -0.06  N1 1.546, O3 1.527, F4 1.659, Cl5 2.090
3 O 0.80 -0.58 1.40  P2 1.527, H7 0.973
4 F 1.56 -1.72 -0.63  P2 1.659
5 Cl 2.93 0.73 0.03  P2 2.090
6 H -0.37 0.44 -1.69  N1 1.046
7 H 1.25 -1.06 2.13  O3 0.973


Which of them is most stable, and which least? Most stable: R; least stable: Q.


P.
Molecular formula: C4H4N2O2
Method: DFT, ωB97M-V with the def2-TZVPD basis set

Structure (SMILES) ... O=Cc1nccn1O
Spin multiplicity ... 1
Total charge ... 0
Kohn-Sham gap ... 8.768 eV

Last columns: bonded neighbours and bond lengths (Å).
Geometry (Å):
1 O 2.54 -0.12 0.26  C2 1.224
2 C 1.66 -0.91 -0.08  O1 1.224, C3 1.456, H9 1.084
3 C 0.26 -0.58 -0.30  C2 1.456, N4 1.222, N7 1.378
4 N -0.70 -1.33 -0.22  C3 1.222, C5 1.391
5 C -1.77 -0.50 0.11  N4 1.391, C6 1.457, H10 1.137
6 C -1.40 0.91 0.08  C5 1.457, N7 1.431, H11 1.202
7 N 0.00 0.77 -0.18  C3 1.378, C6 1.431, O8 1.301
8 O 0.81 1.77 -0.29  N7 1.301, H12 1.148
9 H 1.93 -1.94 -0.29  C2 1.084
10 H -2.83 -0.92 0.16  C5 1.137
11 H -2.17 1.68 0.59  C6 1.202
12 H 1.69 1.18 0.15  O8 1.148


Q.
Molecular formula: C4H4N2O2
Method: DFT, ωB97M-V with the def2-TZVPD basis set

Structure (SMILES) ... Oc1onc2c1NC2
Spin multiplicity ... 1
Total charge ... 0
Kohn-Sham gap ... 9.103 eV

Last columns: bonded neighbours and bond lengths (Å).
Geometry (Å):
1 O -2.19 -0.98 0.17  C2 1.332, H9 1.110
2 C -1.06 -0.32 -0.07  O1 1.332, O3 1.369, C6 1.336
3 O -1.27 1.03 0.01  C2 1.369, N4 1.351
4 N -0.03 1.56 -0.07  O3 1.351, C5 1.286
5 C 0.85 0.63 -0.04  N4 1.286, C6 1.374, C8 1.396
6 C 0.25 -0.60 -0.06  C2 1.336, C5 1.374, N7 1.443
7 N 1.52 -1.28 -0.01  C6 1.443, C8 1.603, H10 0.904
8 C 2.16 0.18 0.13  C5 1.396, N7 1.603, H11 1.082, H12 1.110
9 H -2.99 -0.57 -0.48  O1 1.110
10 H 1.66 -1.78 -0.76  N7 0.904
11 H 2.94 0.48 -0.56  C8 1.082
12 H 2.42 0.19 1.21  C8 1.110


Which of them is most stable, and which least? Most stable: P; least stable: Q.


P.
Molecular formula: C4H4N2O2
Method: DFT, ωB97M-V with the def2-TZVPD basis set

Structure (SMILES) ... O=c1onc2n1CC2
Spin multiplicity ... 1
Total charge ... 0
Kohn-Sham gap ... 9.801 eV

Last columns: bonded neighbours and bond lengths (Å).
Geometry (Å):
1 O 1.56 -1.49 1.86  C2 1.226
2 C 0.53 -1.10 1.32  O1 1.226, O3 1.303, N6 1.348
3 O -0.55 -0.91 2.01  C2 1.303, N4 1.370
4 N -1.55 -0.49 1.18  O3 1.370, C5 1.348
5 C -0.96 -0.29 -0.02  N4 1.348, N6 1.312, C8 1.595
6 N 0.28 -0.71 0.05  C2 1.348, C5 1.312, C7 1.622
7 C 0.80 0.59 -0.77  N6 1.622, C8 1.552, H9 1.055, H10 1.280
8 C -0.68 0.77 -1.18  C5 1.595, C7 1.552, H11 1.254, H12 1.104
9 H 1.44 0.23 -1.53  C7 1.055
10 H 1.31 1.20 0.23  C7 1.280
11 H -1.25 1.88 -1.01  C8 1.254
12 H -0.95 0.30 -2.14  C8 1.104


Q.
Molecular formula: C4H4N2O2
Method: DFT, ωB97M-V with the def2-TZVPD basis set

Structure (SMILES) ... [H]/N=C1/NCC(=O)C1=O
Spin multiplicity ... 1
Total charge ... 0
Kohn-Sham gap ... 8.242 eV

Last columns: bonded neighbours and bond lengths (Å).
Geometry (Å):
1 H 1.23 -2.36 0.71  N2 1.126
2 N 1.81 -1.40 0.85  H1 1.126, C3 1.351
3 C 0.72 -0.63 0.61  N2 1.351, N4 1.385, C8 1.508
4 N 0.85 0.70 0.28  C3 1.385, C5 1.472, H10 1.153
5 C -0.33 1.42 -0.23  N4 1.472, C6 1.515, H11 1.046, H12 1.080
6 C -1.07 0.17 -0.66  C5 1.515, O7 1.199, C8 1.507
7 O -2.14 0.10 -1.18  C6 1.199
8 C -0.64 -1.05 0.11  C3 1.508, C6 1.507, O9 1.138
9 O -1.15 -2.05 0.26  C8 1.138
10 H 1.82 1.31 0.16  N4 1.153
11 H -1.01 1.98 0.32  C5 1.046
12 H -0.10 1.81 -1.22  C5 1.080


Which of them is most stable, and which least? Most stable: Q; least stable: P.


P.
Molecular formula: C4H4N2O2
Method: DFT, ωB97M-V with the def2-TZVPD basis set

Spin multiplicity ... 1
Total charge ... 0
Kohn-Sham gap ... 7.863 eV

Last columns: bonded neighbours and bond lengths (Å).
Geometry (Å):
1 C -0.77 -0.55 0.58  C2 1.382, H7 1.188, N9 1.363
2 C 0.03 0.28 -0.18  C1 1.382, C3 1.280, C4 1.463
3 C 0.24 0.48 -1.43  C2 1.280, N10 1.211
4 C 0.67 1.21 0.74  C2 1.463, O11 1.270, O12 1.304
5 H -0.57 -2.22 -0.72  N9 1.184
6 H -2.12 -2.34 0.35  N9 1.085
7 H -1.31 -0.05 1.52  C1 1.188
8 H 2.58 1.10 -0.62  no bonds
9 N -1.24 -1.75 0.14  C1 1.363, H5 1.184, H6 1.085
10 N 0.68 0.67 -2.54  C3 1.211
11 O 1.74 1.73 0.28  C4 1.270
12 O 0.08 1.45 1.88  C4 1.304


Q.
Molecular formula: C4H4N2O2
Method: DFT, ωB97M-V with the def2-TZVPD basis set

Spin multiplicity ... 1
Total charge ... 0
Kohn-Sham gap (alpha / beta) ... 8.451 / 8.522 eV

Last columns: bonded neighbours and bond lengths (Å).
Geometry (Å):
1 N 0.43 1.20 -1.05  C2 1.357, C3 1.498, H10 1.019
2 C 0.99 1.07 0.18  N1 1.357, C3 1.526, O8 1.195
3 C -0.36 0.40 -0.05  N1 1.498, C2 1.526, C5 1.453, O6 1.406
4 C 0.49 -1.94 0.24  C5 1.427, N7 1.254, H11 1.096
5 C -0.53 -1.03 -0.18  C3 1.453, C4 1.427, H12 1.088
6 O -1.52 1.09 0.35  C3 1.406, H9 0.966
7 N 1.42 -1.43 -0.42  C4 1.254
8 O 1.63 1.68 0.98  C2 1.195
9 H -1.52 1.22 1.31  O6 0.966
10 H 0.09 2.12 -1.32  N1 1.019
11 H 0.33 -2.97 0.58  C4 1.096
12 H -1.45 -1.40 -0.62  C5 1.088


Which of them is most stable, and which least? Most stable: P; least stable: Q.


P.
Molecular formula: C7H12N4
Method: DFT, ωB97M-V with the def2-TZVPD basis set

Structure (SMILES) ... C/C(=C\N)C1=[NH+]N1/C=C\C=[NH2+]
Spin multiplicity ... 1
Total charge ... +2
Kohn-Sham gap ... 7.918 eV

Last columns: bonded neighbours and bond lengths (Å).
Geometry (Å):
1 C -1.94 -1.44 0.27  C2 1.520, H12 1.063, H13 1.112, H14 1.178
2 C -1.76 0.05 0.02  C1 1.520, C3 1.388, C5 1.352
3 C -2.77 0.99 0.17  C2 1.388, N4 1.256, H15 1.127
4 N -4.00 0.85 0.36  C3 1.256, H16 1.072, H17 1.083
5 C -0.55 0.51 -0.36  C2 1.352, N6 1.495, N7 1.371
6 N 0.41 1.63 -0.61  C5 1.495, N7 1.487, H18 0.952
7 N 0.77 0.19 -0.53  C5 1.371, N6 1.487, C8 1.353
8 C 1.66 -0.81 -0.36  N7 1.353, C9 1.340, H19 1.098
9 C 2.93 -0.84 0.08  C8 1.340, C10 1.377, H20 1.097
10 C 3.98 0.02 0.31  C9 1.377, N11 1.304, H21 1.110
11 N 3.84 1.31 0.33  C10 1.304, H22 0.949, H23 1.068
12 H -2.48 -1.90 -0.53  C1 1.063
13 H -2.34 -1.66 1.28  C1 1.112
14 H -0.88 -1.93 0.06  C1 1.178
15 H -2.39 2.02 -0.12  C3 1.127
16 H -4.34 -0.08 0.77  N4 1.072
17 H -4.73 1.66 0.35  N4 1.083
18 H 0.28 1.86 -1.52  N6 0.952
19 H 1.06 -1.72 -0.48  C8 1.098
20 H 3.24 -1.87 0.28  C9 1.097
21 H 4.97 -0.49 0.27  C10 1.110
22 H 4.51 1.94 0.58  N11 0.949
23 H 2.84 1.67 0.27  N11 1.068


Q.
Molecular formula: C7H12N4
Method: DFT, ωB97M-V with the def2-TZVPD basis set

Spin multiplicity ... 1
Total charge ... +2
Kohn-Sham gap (alpha / beta) ... 7.926 / 6.623 eV

Last columns: bonded neighbours and bond lengths (Å).
Geometry (Å):
1 C -1.39 -1.91 -0.17  C4 1.480, N8 1.250, H12 1.054
2 C 1.21 1.37 -0.48  C7 1.355, N9 1.249, H13 1.108
3 C 0.91 -1.32 0.24  N8 1.207, N10 1.253
4 C -2.13 -0.73 -0.66  C1 1.480, C5 1.507, H14 1.107, H15 1.130
5 C -2.09 0.33 0.41  C4 1.507, N11 1.539, H16 1.029, H17 1.118
6 C 2.95 0.00 0.23  N9 1.378, N10 1.519, H18 1.084, H19 1.134
7 C 0.27 1.14 0.47  C2 1.355, N11 1.466, H20 1.074
8 N -0.15 -1.79 -0.07  C1 1.250, C3 1.207
9 N 2.41 1.04 -0.51  C2 1.249, C6 1.378
10 N 2.17 -1.29 0.18  C3 1.253, C6 1.519, H21 1.018
11 N -1.11 1.48 0.11  C5 1.539, C7 1.466, H22 1.080, H23 1.028
12 H -1.88 -2.83 0.00  C1 1.054
13 H 1.02 2.09 -1.30  C2 1.108
14 H -1.99 -0.37 -1.70  C4 1.107
15 H -3.24 -0.90 -0.84  C4 1.130
16 H -2.93 0.93 0.43  C5 1.029
17 H -1.69 0.00 1.40  C5 1.118
18 H 3.91 -0.31 -0.17  C6 1.084
19 H 3.17 0.21 1.32  C6 1.134
20 H 0.60 0.97 1.48  C7 1.074
21 H 2.65 -2.13 -0.15  N10 1.018
22 H -1.19 1.80 -0.92  N11 1.080
23 H -1.47 2.24 0.71  N11 1.028


Which of them is most stable, and which least? Most stable: P; least stable: Q.